The following is a quantum chemistry calculation of 4 unconnected molecules or ions with the total composition CH9NO3, from the OMol25 dataset.

XYZ file:
```
14
Properties=species:S:1:pos:R:3:mulliken_charge:R:1
N -3.35 0.60 0.20 -0.3822
C -1.90 0.34 0.22 -0.4443
O 0.45 -0.94 -0.38 -0.4939
H -3.97 0.08 0.84 0.3228
H -3.83 0.35 -0.67 0.3141
H -1.48 1.24 0.66 0.3146
H -1.75 0.10 -0.89 0.3001
H 1.07 -0.34 -0.89 0.3996
H 3.19 -0.39 0.44 0.4514
H 2.80 -1.91 0.78 0.3574
O 3.30 -1.15 1.05 -0.4339
H 3.18 1.67 -0.69 0.3520
H -0.42 -0.52 -0.28 0.3466
O 2.71 0.88 -0.38 -0.4044
```

Calculated values
- 2S+1 = 2
- total charge = +1
- HOMO energy (alpha / beta) (eV) = -14.231 / -13.564
- M (g/mol) = 83.1
- energy above the lowest of the compared OMol25 structures with the same formula, charge and spin (kJ/mol) = 652.6
- Kohn-Sham gap (alpha / beta) (hartree) = 0.251 / 0.106